[1]
Here is C37H54N3OP2V as an isolated structure at a distorted geometry from the OMol25 dataset. Energies are from wB97M-V/def2-TZVPD.

Computed properties:
lowest unoccupied orbital energy (alpha / beta): -2.550 / -2.920 eV
energy above the lowest of the compared OMol25 structures with the same formula, charge and spin: 9.75 kcal/mol
⟨S²⟩: 3.77

The geometry in ORCA input format:
```
! RIJCOSX wB97M-V def2-TZVPD def2/J DEFGRID3
* xyz 1 4
V -0.1563 0.2474 0.5154
P 2.2218 -0.6500 -0.2539
P -2.6086 0.5582 0.5969
O 0.1528 2.8302 2.0096
N 0.0007 1.6339 -1.0582
N -0.7763 -1.2564 -0.8424
N 0.0852 -1.2152 2.1897
C 4.8741 0.2454 0.2602
C -3.0596 -1.1631 0.0661
C 3.9927 -2.6703 -1.0294
C -3.4187 1.6298 -0.7694
C 0.7745 1.6940 -3.5014
C 0.0486 1.8111 1.5201
C 2.9502 -2.3709 0.0717
C 1.0366 2.7822 -5.9905
C 3.1702 2.0164 -0.0175
C 0.7010 3.0759 -3.6554
C 3.5291 -2.3757 1.4870
C 0.8330 0.2444 5.5770
C -3.5360 0.7036 2.2391
C -3.3156 2.1097 2.8169
C -2.3762 -2.7374 -1.7921
C -3.0603 3.0939 -0.4727
C -2.8313 1.2572 -2.1522
C -4.9394 1.4438 -0.8687
C 0.5281 -1.0597 3.5673
C 0.9975 -2.1999 4.2260
C 0.5529 1.5201 -2.0918
C 0.4359 0.1574 4.2302
C 1.5813 -1.2660 -1.7749
C 1.3149 -0.8835 6.2361
C 1.8398 -3.4274 -0.0316
C -5.0408 0.4164 2.0998
C 0.8287 3.6262 -4.8964
C 1.1124 1.3880 -5.8482
C -2.0190 -1.7286 -0.8971
C 0.9995 0.7914 -4.5934
C 1.4014 -2.1086 5.5634
C -1.4812 -3.1426 -2.7901
C -2.9698 -0.3243 3.2292
C 0.1715 -1.6727 -1.8098
C 3.6329 0.6526 -0.5422
C 3.9620 0.7744 -2.0250
C -0.2361 -2.5711 -2.8412
H -3.4203 1.7557 -2.9303
H -5.4385 0.2074 3.1042
H 0.7587 4.6933 -4.9481
H 4.0096 -1.9719 -1.8761
H 1.7751 -2.9957 6.0735
H 2.8988 1.9826 1.0477
H -1.9088 -0.1508 3.4483
H -3.5209 -0.2213 4.1771
H 2.0753 -1.0691 -2.7842
H 1.0343 -0.2941 -4.4698
H 3.3663 -3.3686 1.9307
H 5.0092 -2.7148 -0.6166
H -3.3699 -3.1999 -1.7015
H 2.3239 2.4210 -0.5760
H 5.3260 -0.6866 -0.0959
H 5.6272 1.0374 0.1459
H 3.0524 -1.6406 2.1556
H 2.2783 -4.3924 0.2633
H -1.7374 -3.9020 -3.5123
H 4.7877 1.5025 -2.1203
H 0.9801 -3.2405 0.6282
H -3.1761 -1.8115 0.9487
H -3.8837 2.8801 2.2787
H 1.1423 3.2519 -6.9821
H -5.6033 1.2743 1.7161
H 3.0986 1.1300 -2.5986
H -5.2939 1.9729 -1.7660
H -2.2550 2.4036 2.8261
H -4.0569 -1.1509 -0.4048
H -3.4070 3.7219 -1.3070
H -3.5352 3.4703 0.4397
H 4.6564 0.1490 1.3314
H -5.2493 -0.4647 1.4786
H 1.4545 -3.5354 -1.0501
H -3.6746 2.1120 3.8588
H 3.7774 -3.6563 -1.4671
H 1.0475 -3.1560 3.6869
H 0.7159 -1.8830 1.7374
H 4.0084 2.7227 -0.1335
H 0.0531 1.0422 3.7147
H 0.5025 -2.7865 -3.6254
H 1.2596 0.7749 -6.7370
H 0.7536 1.2019 6.0902
H 0.5377 3.6264 -2.7302
H -1.8177 1.6283 -2.2640
H -5.2280 0.3917 -0.9838
H -2.8396 0.1791 -2.3394
H 4.6089 -2.1838 1.4896
H 1.6220 -0.8137 7.2786
H -1.9733 3.2341 -0.3792
H -5.4744 1.8792 -0.0210
H -3.1028 -1.3603 2.8912
H -0.8056 -1.7134 2.1874
H 4.3273 -0.1626 -2.4642
*
```


[2]
Here is C37H55BF3I2N8O4S as an isolated structure at a distorted geometry from the OMol25 dataset. Energies are from wB97M-V/def2-TZVPD.

Computed properties:
lowest unoccupied orbital energy: -3.568 eV
energy above the lowest of the compared OMol25 structures with the same formula, charge and spin: 0.00 kcal/mol

The geometry in ORCA input format:
```
! RIJCOSX wB97M-V def2-TZVPD def2/J DEFGRID3
* xyz 1 1
I 4.4838 4.5170 -5.0935
I 3.6024 2.7873 -8.0549
S -0.7161 4.1204 -1.3008
F 3.8938 2.7241 -1.6710
F 4.1117 4.6515 -0.7900
F 2.9057 3.1174 0.1906
O 2.3802 4.3918 -3.0831
O 2.5730 1.4877 -3.6425
O 3.5739 -0.6156 -4.0493
O 1.2369 -0.3468 -4.5526
N -0.4072 5.5855 5.0166
N 0.2096 1.1181 -1.9440
N 0.0954 -3.0865 -4.5403
N -1.5650 1.7548 2.2013
N 0.8293 3.3124 -1.5274
N 2.8290 -6.8665 0.4687
N 1.3761 2.2481 -3.6094
N -3.8520 -7.7928 3.5977
C 1.3883 -4.6999 -1.7546
C 0.9493 2.1902 -6.6328
C -0.7984 -0.5551 -0.4661
C 0.2306 -7.3548 2.7087
C 0.9399 3.9712 7.7718
C 1.9839 4.1904 -1.7529
C 2.2780 -5.4868 -2.7079
C 1.4611 6.6967 -1.9566
C 0.7889 2.2034 -2.3416
C -3.8584 -8.8390 3.1248
C -5.5961 -9.4749 0.7688
C -3.5506 4.5160 2.8322
C -3.8740 -10.1752 2.5114
C -0.0208 -4.4607 -2.3108
C 2.3182 -6.8360 1.4965
C 1.1211 8.1303 -0.0449
C 1.6589 -6.8077 2.8096
C -0.4397 4.9418 5.9674
C -2.7684 5.1880 1.7145
C -2.6446 3.6236 3.6874
C -0.3911 0.9070 -0.6072
C 1.6367 5.7834 0.2399
C 0.0369 -3.6886 -3.5615
C 1.6628 3.6232 -4.0391
C 2.5982 3.5460 -5.2896
C 3.2496 3.6689 -0.9817
C -0.6481 -6.5477 1.7608
C -0.4683 4.1176 7.1834
C 2.2704 2.8961 -6.4168
C 1.6768 5.5819 -1.1469
C 0.3943 4.4006 -4.4853
C -2.0442 2.5693 2.8552
C -1.6649 -1.1819 -1.3450
C 1.9161 3.2981 6.8135
C -4.2216 -10.0842 1.0213
C 1.1762 7.9522 -1.4273
C 1.3705 7.0377 0.7818
B 2.4311 0.1734 -4.1001
H -0.4026 -1.1379 0.3677
H -0.2664 -6.5783 0.7373
H 0.2593 -8.3935 2.3734
H 1.6491 -5.7790 3.1731
H -3.4648 -9.4895 0.5047
H 0.1541 0.3372 -2.5892
H -1.6595 -6.9535 1.7450
H 0.2912 2.1947 -5.7700
H 1.7894 4.9763 0.9484
H 1.5642 2.3045 6.5277
H -0.4557 3.7433 -4.6913
H -4.3627 3.9232 2.4057
H -1.3274 -1.4039 -2.3669
H 2.0555 3.8867 5.9052
H 1.3544 7.1811 1.8571
H 1.8629 -3.7396 -1.5312
H 2.8934 3.1875 7.2824
H -1.3209 1.4711 -0.5152
H 2.2470 -7.4052 3.5064
H 1.0201 -1.1110 -3.9948
H 1.5179 6.6097 -3.0354
H -5.6503 -8.4466 1.1297
H 0.8760 3.3859 8.6901
H 0.6105 4.9031 -5.4296
H -0.5208 -5.4095 -2.5107
H -3.2159 3.1566 4.4915
H -1.6194 3.4723 -2.0871
H -5.8141 -9.4573 -0.2991
H 1.3078 -5.2431 -0.8136
H 1.3257 4.9547 8.0453
H -1.1349 4.5897 7.9055
H 1.1242 1.1590 -6.9469
H -1.9508 5.7933 2.1112
H -0.2185 -7.3520 3.7030
H -6.3787 -10.0529 1.2635
H -1.8422 4.2182 4.1347
H -2.3483 4.4428 1.0381
H -0.7084 -5.5030 2.0745
H -2.8915 -10.6289 2.6446
H 2.4386 -4.9479 -3.6441
H -4.6038 -10.7920 3.0376
H 0.9934 8.7680 -2.1174
H 0.2867 1.2317 0.1834
H -4.0120 5.2749 3.4654
H 3.2541 -5.6587 -2.2573
H 0.8884 9.1174 0.3376
H 0.0928 5.1698 -3.7764
H -0.6247 -3.9078 -1.5889
H 3.7226 -0.8366 -3.1207
H -4.1886 -11.0868 0.5918
H -0.8816 3.1387 6.9321
H -2.6718 -1.4876 -1.0624
H -3.4161 5.8395 1.1263
H 0.4247 2.7067 -7.4465
H 1.8389 -6.4579 -2.9417
*
```


[3]
Here is C37H55BN6P2RuS as an isolated structure from the OMol25 dataset. Energies are from wB97M-V/def2-TZVPD.

Computed properties:
lowest unoccupied orbital energy (alpha / beta): -1.690 / -4.867 eV
⟨S²⟩: 8.80

The geometry in ORCA input format:
```
! RIJCOSX wB97M-V def2-TZVPD def2/J DEFGRID3
* xyz 1 6
Ru 0.0351 -0.2970 0.3522
S -2.2100 -1.1238 0.7688
P 0.8138 -0.3678 2.7244
P 0.4652 -1.1045 -2.0265
N -4.3718 0.3125 0.8344
N -5.1304 1.3069 0.4221
N -1.2077 1.5508 -0.0358
N 2.8132 -1.2946 -0.8642
N 2.9465 -1.1040 1.3913
N -2.5249 1.5334 0.1445
C -3.0477 0.3657 0.4892
C 6.3250 -2.4989 -0.5293
C 5.1651 -2.1556 -1.2147
C 4.1682 -1.5870 0.9261
C 5.3289 -1.9216 1.6044
C -1.4980 -0.0689 -3.7254
C 0.3901 -3.6327 -3.4175
C 2.3039 -1.2375 -2.2041
C 2.6149 -0.8078 2.7515
C -4.8073 1.5897 -3.2357
C 0.7143 1.2989 3.5603
C -4.7106 1.0694 -1.9566
C 1.7385 2.2045 2.8615
C 1.0522 1.2687 5.0541
C -5.3768 2.8384 -3.4467
C 0.4436 1.3723 -3.2023
C 0.0161 -0.0658 -3.5085
C -5.7802 3.0621 -1.0870
C -5.1908 1.8159 -0.8856
C -5.8653 3.5707 -2.3703
C 4.0863 -1.7017 -0.4729
C 6.4061 -2.3834 0.8565
C -0.8511 5.2095 -0.4407
C 0.7024 2.9174 -0.4291
C 0.8485 -2.1000 5.0092
C -0.1285 -2.8846 -2.1820
C 0.7415 -0.5129 -4.7836
C -0.6828 2.8171 -0.2319
C -1.4637 3.9840 -0.2495
C -0.0103 -2.9714 2.8575
C 0.0330 -1.7283 3.7566
C -1.3832 -1.3571 4.2132
C -1.6655 -2.9792 -2.1928
C 0.4160 -3.6028 -0.9365
C 1.3027 4.1469 -0.6157
C 0.5266 5.3021 -0.6190
C -0.6930 1.8789 3.3687
B 2.0610 -0.9107 0.2891
H 7.1824 -2.8588 -1.0837
H 1.7890 -2.5963 4.7728
H -1.8608 -1.0183 -4.1146
H 0.0657 -4.6389 -0.9515
H 0.5690 -1.5530 -5.0452
H -0.3280 -3.8288 3.4584
H 0.3443 1.9668 -4.1151
H 1.4839 1.4487 -2.8753
H 0.0950 -4.6815 -3.3198
H 1.4757 -3.6151 -3.5200
H 0.2542 -2.8188 5.5796
H 2.7521 2.0297 3.2264
H 0.3731 0.0995 -5.6113
H -2.1512 -2.2148 -1.5925
H -6.1525 3.6281 -0.2400
H -0.7206 -2.8623 2.0383
H 1.0512 -1.2573 5.6637
H 1.1147 2.3006 5.4119
H -0.9834 1.9155 2.3201
H -1.7428 0.7070 -4.4563
H 2.6718 -0.3583 -2.7386
H 1.8193 -0.3478 -4.7193
H 5.1119 -2.2380 -2.2938
H 1.2952 2.0098 -0.4593
H -4.4552 1.0065 -4.0783
H -4.3069 0.0796 -1.7805
H 5.3991 -1.8256 2.6822
H -0.1915 1.8181 -2.4425
H 0.2858 0.7669 5.6432
H -1.9597 -3.9468 -1.7779
H 0.9745 -3.2068 2.4394
H 0.9920 6.2690 -0.7662
H 3.1968 0.0276 3.1440
H -1.8654 -2.2602 4.5988
H -1.4485 1.3147 3.9133
H 1.5084 -3.6156 -0.9076
H -6.3175 4.5411 -2.5332
H -0.0599 -3.2636 -4.3371
H -5.9115 1.5081 1.0301
H 2.3745 4.2072 -0.7631
H 2.7983 -1.6612 3.3998
H -2.5316 3.9090 -0.1120
H -2.0045 -0.9697 3.4085
H -5.4529 3.2356 -4.4513
H 2.0177 0.7965 5.2535
H 1.7371 2.0830 1.7820
H 0.0574 -3.1449 -0.0156
H -0.7005 2.9033 3.7518
H 7.3259 -2.6550 1.3603
H 2.5888 -2.1125 -2.7867
H -1.4559 6.1081 -0.4504
H -2.0570 -2.9313 -3.2077
H 1.4884 3.2478 3.0722
H -2.0352 0.1680 -2.8022
H -1.3593 -0.6310 5.0266
*
```


[4]
Here is C37H55Br2NO3RuS2SbSi4 as an isolated structure at a distorted geometry from the OMol25 dataset. Energies are from wB97M-V/def2-TZVPD.

Computed properties:
lowest unoccupied orbital energy (alpha / beta): 0.112 / -2.185 eV
energy above the lowest of the compared OMol25 structures with the same formula, charge and spin: 38.32 kcal/mol
⟨S²⟩: 8.77

The geometry in ORCA input format:
```
! RIJCOSX wB97M-V def2-TZVPD def2/J DEFGRID3
* xyz 0 6
Sb 11.7414 14.5788 9.0117
Ru 13.7188 12.9452 9.5909
Br 20.0844 15.5603 11.5315
Br 17.8404 14.9380 6.4686
S 15.5906 20.4265 8.9278
S 16.0720 19.3406 11.3726
Si 9.5357 14.5888 10.4399
Si 14.3519 9.9775 9.4174
Si 12.4020 17.0030 8.7852
Si 11.3912 13.1960 6.7653
O 15.4010 13.7325 8.2591
O 13.3692 11.1530 8.8494
O 16.8487 18.0890 9.1619
N 15.1819 13.8384 10.9664
C 13.9548 8.5611 11.9470
C 13.1565 8.0380 7.5251
C 16.9099 11.2256 8.7461
C 14.5100 8.4720 8.2201
C 17.4195 14.7562 11.2137
C 16.3141 19.1495 9.7389
C 16.3633 14.3474 10.3863
C 9.3777 16.2078 11.2662
C 12.3079 10.2286 11.3770
C 10.9425 18.0573 8.3210
C 17.5511 14.8364 8.3389
C 17.9987 10.9179 11.2868
C 13.7604 16.8743 7.5537
C 15.3620 8.8602 7.0377
C 10.4823 14.2600 5.4481
C 9.9232 13.3737 11.7487
C 18.2630 11.5212 8.9798
C 17.3614 18.3258 7.7302
C 18.5472 15.1949 10.5031
C 12.2170 9.1233 13.5011
C 13.3384 8.3449 13.1842
C 16.1578 14.1620 13.1892
C 15.0713 13.7514 12.2729
C 15.0933 7.2869 8.9610
C 13.1397 12.8916 6.2041
C 18.5984 15.2374 9.1317
C 17.2779 14.6625 12.6600
C 8.1060 14.2704 9.3300
C 16.3819 14.2814 8.9425
C 16.6669 10.5676 11.0514
C 10.1947 11.7274 7.0565
C 13.7420 13.3584 12.7969
C 11.7522 10.0305 12.5944
C 16.1028 10.6773 9.7752
C 18.8372 11.3388 10.2509
C 13.0013 17.4653 10.4743
C 13.4735 9.5097 11.0221
H 9.2505 12.0987 7.4068
H 11.1914 19.1333 8.1169
H 13.6897 7.5780 13.8558
H 10.9875 15.1022 5.0561
H 13.1005 12.9279 5.0863
H 7.2594 14.9371 9.6025
H 8.6732 16.2866 12.1264
H 9.4673 14.5328 5.8604
H 16.6673 18.9386 7.1389
H 10.3531 16.5531 11.6399
H 10.0490 12.3657 11.3030
H 13.2501 18.5577 10.4219
H 10.3124 17.6551 7.5088
H 16.3973 11.5032 7.7936
H 18.2906 18.8772 7.8350
H 13.0586 13.5577 11.9784
H 10.8189 10.5380 12.8442
H 12.6946 8.9507 7.0712
H 13.2358 16.4458 6.6482
H 12.4359 7.6544 8.3132
H 13.4480 13.9658 13.6232
H 13.3772 7.3113 6.7487
H 16.1022 10.1871 11.8539
H 14.3253 17.7398 7.2693
H 16.1231 7.5209 9.1952
H 17.5262 17.2949 7.4321
H 9.1466 13.2846 12.5475
H 14.4453 16.0737 7.8071
H 11.9217 10.9546 10.6804
H 16.3794 9.2544 7.3469
H 19.5890 15.4956 8.7792
H 13.7412 13.7359 6.5653
H 14.9567 9.7131 6.4436
H 9.0929 16.9111 10.4858
H 12.2213 17.2671 11.1824
H 13.7868 16.8432 10.8006
H 10.1384 11.2822 6.0293
H 7.6605 13.2863 9.3895
H 8.3302 14.4977 8.2522
H 15.0290 6.4170 8.3435
H 18.8253 12.0230 8.1801
H 10.8613 13.8098 12.1260
H 10.4564 13.5263 4.5975
H 10.5428 10.9656 7.7567
H 11.7177 8.9244 14.4303
H 18.5602 10.7822 12.1827
H 13.4986 11.9386 6.5710
H 14.9179 8.0781 11.7917
H 19.8061 11.5771 10.5304
H 16.0166 14.1244 14.2433
H 18.0691 15.0208 13.3015
H 14.5578 7.0996 9.8795
H 13.6855 12.3621 13.1687
H 10.2017 18.0568 9.1103
H 15.4774 7.9984 6.3816
*
```